# 1
The following is a DFT calculation (the ωB97M-V functional and the def2-TZVPD basis) of a cluster of 3 separate species, C6H10S2 in total at a distorted geometry.

```
18
Properties=species:S:1:pos:R:3:forces:R:3
C 2.95393 -0.88329 0.37294 -1.6 -0.3 -0.4
C 2.03388 -1.68178 0.49832 1.5 1.7 0.0
C 1.10912 -2.64188 0.92814 0.3 -2.8 0.9
S -0.37195 -3.06257 0.39587 0.7 0.6 0.1
H 3.50532 0.00990 0.09476 0.0 -0.7 0.3
H 1.60262 -3.37093 1.67870 -0.8 1.3 -0.9
C -1.88820 0.14992 -0.32739 0.2 -1.6 0.4
C -3.04725 0.52003 0.24803 1.6 0.3 -2.3
C -4.17482 1.15607 -0.54834 2.1 -0.5 1.5
H -1.11556 -0.29771 0.33177 -0.5 0.5 -0.5
H -1.67594 -0.08391 -1.40493 -0.5 1.0 0.9
H -3.08030 0.34684 1.27651 -0.4 0.3 1.7
H -5.06630 1.10652 0.05881 -0.5 0.4 -0.7
H -4.08052 0.57544 -1.41752 -1.2 -0.9 -1.5
H -3.77943 2.11207 -0.86994 -0.7 0.7 0.4
S 5.43765 2.44123 -0.12736 -0.7 0.9 -2.5
H 6.06370 1.41753 0.38453 0.6 -1.0 -0.2
H 5.57407 2.18652 -1.57290 0.0 0.0 2.7
```
Positions in Å, forces in eV/Å.

The HOMO-LUMO gap comes out at 7.79 eV. The SMILES is C#CC=S.C=CC.S. The calculated total energy comes out at -28049.6651 eV. As for the lowest unoccupied orbital energy: -1.09 eV.

Löwdin population analysis, charges in e, atoms 1 to 4: atom 1 (C): 0.1495, atom 2 (C): -0.2138, atom 3 (C): -0.7132, atom 4 (S): 0.6968

***

# 2
The following is a DFT calculation (the ωB97M-V functional and the def2-TZVPD basis) of a cluster of 2 separate species, C6H10S2 in total.

```
18
Properties=species:S:1:pos:R:3:forces:R:3
C -0.51999 -0.17281 2.62816 0.1 0.0 0.0
C 0.35557 0.61833 1.70564 -0.3 0.1 0.3
C 1.05225 0.10317 0.72322 0.3 0.1 -0.4
C 2.00081 0.32122 -0.37251 0.1 0.4 0.0
C 1.45919 -1.06330 -0.06539 -0.2 -0.3 0.1
H -0.02808 -0.28645 3.59927 -0.1 0.0 0.0
H -0.71384 -1.16400 2.22166 0.0 0.0 0.0
H -1.46734 0.34368 2.79105 0.0 -0.1 0.0
H 0.40895 1.68578 1.90073 0.1 0.0 -0.1
H 3.03237 0.53348 -0.12601 0.1 -0.1 0.1
H 1.67018 0.81922 -1.27465 -0.1 0.0 -0.1
H 0.74794 -1.49584 -0.75688 0.0 0.0 -0.1
H 2.12590 -1.78778 0.38033 0.1 0.0 0.0
S -0.90434 -0.04421 -3.92814 0.0 0.1 0.3
C -1.50888 0.32159 -2.47083 -0.1 -0.1 -0.6
S -3.17359 0.52121 -2.06527 0.0 0.1 0.4
H -0.87359 0.47402 -1.60665 0.1 0.0 0.2
H -3.66353 0.27269 -3.28372 0.0 0.0 -0.2
```
Positions in Å, forces in eV/Å.

The HOMO-LUMO gap comes out at 8.57 eV. The SMILES is CC=C1CC1.S=CS. The calculated total energy comes out at -28052.1195 eV. As for the lowest unoccupied orbital energy: -0.33 eV.

Löwdin population analysis, charges in e, atoms 1 to 4: atom 1 (C): -0.0977, atom 2 (C): -0.1266, atom 3 (C): -0.2790, atom 4 (C): -0.1011

***

# 3
The following is a DFT calculation (the ωB97M-V functional and the def2-TZVPD basis) of an isolated molecule of C6H10S2 at a distorted geometry.

```
18
Properties=species:S:1:pos:R:3:forces:R:3
C 0.93416 -2.05941 -0.60099 -0.1 0.0 -0.2
C 1.52580 -1.04170 0.39136 -0.3 -1.2 0.5
C 2.72330 -0.33622 -0.23346 -0.4 0.0 -0.1
C 0.40727 -0.19033 1.02233 0.0 0.9 1.3
C -0.32678 0.77790 0.13321 1.5 0.8 0.0
S 0.37986 2.23168 -0.14331 -0.6 -0.3 -0.3
C -1.64607 0.48765 -0.40920 -1.0 0.1 0.0
S -2.46781 -0.83209 0.04928 -0.2 0.3 -0.5
H 1.73695 -2.73448 -0.94202 -0.4 0.1 0.1
H 0.51382 -1.54998 -1.49111 0.3 -0.2 0.3
H 0.10943 -2.65390 -0.16518 0.5 0.2 -0.1
H 1.89290 -1.62959 1.27459 -0.1 0.4 -0.7
H 3.20529 0.33276 0.48838 0.1 -0.1 -0.3
H 3.41426 -1.11554 -0.59495 0.0 0.4 0.3
H 2.41052 0.24279 -1.11522 0.1 0.0 0.3
H 0.87948 0.48819 1.82129 -0.7 -1.2 -0.9
H -0.35214 -0.88128 1.45800 0.8 0.5 0.0
H -2.10949 1.28024 -1.04883 0.5 -0.8 0.4
```
Positions in Å, forces in eV/Å.

The HOMO-LUMO gap comes out at 6.93 eV. The SMILES is CC(C)CC(=S)C=S. The calculated total energy comes out at -28053.3521 eV. As for the lowest unoccupied orbital energy: -1.97 eV.

Löwdin population analysis, charges in e, atoms 1 to 4: atom 1 (C): -0.0923, atom 2 (C): -0.4436, atom 3 (C): -0.0967, atom 4 (C): -0.2743

***

# 4
The following is a DFT calculation (the ωB97M-V functional and the def2-TZVPD basis) of a structure of composition C6H11AgN2 at a distorted geometry.

```
20
Properties=species:S:1:pos:R:3:forces:R:3
C 2.23134 -2.00238 0.38452 -0.2 -0.6 0.1
C 2.06017 -1.28370 -0.58486 0.4 0.7 -0.1
N 1.74209 -0.32850 -1.39367 -0.8 0.2 0.5
N 1.93016 0.94710 -0.82925 0.5 -0.3 -0.6
C 0.94713 1.28681 0.18812 -0.7 0.9 -0.1
C -0.49335 1.20762 -0.33579 0.3 -0.5 0.1
C -1.32679 0.13001 0.35184 -0.9 0.3 -0.8
C -2.67974 -0.04457 -0.38899 0.7 0.2 0.1
H 2.20713 -2.72256 1.15789 1.1 0.2 0.0
H 2.88702 1.08111 -0.51918 0.0 -0.3 0.3
H 1.16311 2.31126 0.47633 0.2 0.1 0.0
H 1.05609 0.69137 1.10254 0.2 -0.4 -0.1
H -1.01062 2.15332 -0.21456 0.1 0.2 0.0
H -0.44376 1.01634 -1.40394 -0.1 -0.1 -0.2
H -1.56769 0.45624 1.35975 0.4 -0.2 0.3
H -0.79257 -0.81878 0.33439 0.2 -0.1 0.4
H -3.50061 -0.07441 0.31586 -0.3 -0.2 -0.1
H -2.81378 0.80278 -1.05440 -0.3 0.1 0.0
H -2.67570 -0.92714 -1.01795 -0.1 -0.2 0.0
Ag 1.08038 -3.88193 2.07135 -0.6 -0.2 0.1
```
Positions in Å, forces in eV/Å.

The net charge is +1. The HOMO-LUMO gap (alpha / beta) comes out at 5.81 / 5.23 eV. The multiplicity is 2. The calculated total energy comes out at -13365.8077 eV. As for the lowest unoccupied orbital energy (alpha / beta): -6.99 / -7.02 eV.

Löwdin population analysis, charges in e, atoms 1 to 4: atom 1 (C): 0.1007, atom 2 (C): -0.2099, atom 3 (N): 0.0963, atom 4 (N): -0.0353

***

# 5
The following is a DFT calculation (the ωB97M-V functional and the def2-TZVPD basis) of an isolated molecule of C6H11BO2 at a distorted geometry.

```
20
Properties=species:S:1:pos:R:3:forces:R:3
B -2.91329 0.23683 0.21955 1.2 -0.4 -1.7
C -0.54933 -0.47085 -0.76553 0.1 -0.8 -0.9
C -1.76713 0.44174 -0.89075 1.5 0.5 1.4
C 0.74907 -0.11220 -0.63074 -1.4 -0.6 -1.2
C 1.65289 1.01952 -0.72102 -0.5 -0.2 0.4
C 1.64515 -1.28153 -0.46130 2.3 1.0 3.3
C 1.83942 1.60893 0.58422 -0.6 -1.3 -0.4
O -2.98085 -0.97168 0.83514 -0.9 -1.1 0.3
O -3.84334 1.19989 0.32955 -1.2 0.4 0.5
H -0.62998 -1.60851 -0.96696 -0.5 2.0 0.7
H -2.23284 0.34356 -1.87936 0.1 0.3 0.1
H -1.32042 1.46420 -0.73433 -0.8 -0.5 -0.6
H 2.70318 -1.04160 -0.71667 -0.6 -0.4 0.2
H 1.57766 -1.50229 0.67475 0.6 0.1 -1.7
H 1.32491 -2.12131 -0.96593 -0.6 -1.7 -1.2
H 1.55294 1.02089 1.43714 -0.1 -0.6 0.7
H 0.80360 1.96407 0.28917 0.3 1.4 0.3
H 2.67060 2.22811 0.83488 0.1 1.1 -0.4
H -3.88047 -1.33699 0.93517 0.7 0.4 0.3
H -4.58891 0.92218 0.88867 0.3 0.4 -0.2
```
Positions in Å, forces in eV/Å.

The HOMO-LUMO gap comes out at 7.88 eV. The calculated total energy comes out at -11169.4339 eV. As for the lowest unoccupied orbital energy: 0.22 eV.

Löwdin population analysis, charges in e, atoms 1 to 4: atom 1 (B): -0.6987, atom 2 (C): -0.1023, atom 3 (C): -0.0687, atom 4 (C): -0.4304

***

# 6
The following is a DFT calculation (the ωB97M-V functional and the def2-TZVPD basis) of a cluster of 2 separate species, C6H11BO3 in total at a distorted geometry.

```
21
Properties=species:S:1:pos:R:3:forces:R:3
B -0.41203 0.81622 1.09087 0.6 -0.2 -2.6
C -0.46134 -1.48387 -2.58407 -0.6 -0.6 0.6
C 0.54751 -0.63481 -2.66040 1.2 -0.2 -1.7
C -1.66621 -0.69539 -2.05941 -0.9 -1.9 1.2
C -1.01622 0.65891 -1.84372 -1.8 0.2 1.4
C 1.98452 0.79412 0.58109 2.4 0.6 2.7
C -1.46435 0.46908 3.25750 -2.4 -1.1 0.2
O 0.23134 0.66145 -2.40529 0.3 0.5 0.0
O 0.85789 1.07405 1.44494 0.2 0.1 -0.1
O -1.46896 0.48678 1.79937 0.6 0.9 0.7
H -0.42548 -2.57176 -2.74618 0.0 0.8 0.0
H 1.54390 -0.72894 -3.12439 -0.6 -0.2 0.7
H -2.49930 -0.58241 -2.82721 0.8 -0.4 0.9
H -2.12235 -1.30505 -1.08779 1.0 1.9 -2.4
H -1.67842 1.48505 -2.15930 0.9 0.0 0.5
H 2.51164 -0.05143 1.13014 -0.4 1.0 -0.8
H 2.76281 1.72296 0.63061 -2.2 -2.1 -0.6
H 1.70955 0.40624 -0.37730 -0.3 0.5 -0.7
H -2.59170 0.64300 3.33972 1.6 -0.5 1.0
H -0.94547 1.24868 3.88984 0.0 -0.8 -1.4
H -1.19121 -0.61049 3.50108 -0.3 1.7 0.3
```
Positions in Å, forces in eV/Å.

The HOMO-LUMO gap (alpha / beta) comes out at 7.42 / 7.27 eV. The calculated total energy comes out at -13215.0209 eV. As for the lowest unoccupied orbital energy (alpha / beta): 0.55 / 0.76 eV.

Löwdin population analysis, charges in e, atoms 1 to 4: atom 1 (B): -0.4176, atom 2 (C): -0.0875, atom 3 (C): -0.1845, atom 4 (C): -0.1901

***

# 7
The following is a DFT calculation (the ωB97M-V functional and the def2-TZVPD basis) of a cluster of 2 separate species, C6H11Br2N2O4 in total.

```
25
Properties=species:S:1:pos:R:3:forces:R:3
N -0.74673 -1.81774 2.31533 -0.4 -0.3 0.2
C -1.96932 -1.45610 1.57258 0.1 0.0 0.2
C -1.93087 -0.04441 0.99759 -0.2 -0.2 -0.3
O -0.64956 0.17299 0.43195 0.4 0.1 0.2
C -0.27018 1.45370 0.11025 -0.1 0.2 -0.2
O 0.90435 1.64833 -0.07480 -0.2 -0.1 0.0
N -1.35608 2.32769 -0.02834 0.2 -0.5 0.5
C -1.46152 3.19708 -1.30647 0.2 0.1 0.2
O -0.40544 3.62461 -1.74585 0.4 0.1 -0.4
O -2.63387 3.32152 -1.63575 -0.6 0.2 -0.2
H -0.96962 -1.94351 3.29578 0.0 0.1 0.0
H -0.41231 -2.72264 2.00970 0.2 0.2 -0.2
H -2.16191 -2.17752 0.77671 0.2 0.0 -0.1
H -2.83619 -1.49998 2.24165 -0.1 0.0 -0.1
H -2.16823 0.69084 1.76827 0.2 0.0 0.0
H -2.69119 0.05246 0.21791 -0.1 0.1 0.1
H -1.42319 2.93348 0.77997 -0.1 0.1 -0.1
Br 2.01690 -2.68110 -0.31129 0.1 -0.1 0.0
C 2.44690 -0.86237 -0.85655 -0.1 -0.1 0.0
C 3.19102 -0.81583 -2.15826 0.0 0.0 0.0
Br 5.05650 -1.37079 -1.98740 0.0 0.0 0.0
H 3.00111 -0.42066 -0.03762 0.0 0.1 0.0
H 1.49635 -0.34966 -0.94136 0.0 0.0 0.0
H 3.22139 0.20605 -2.52717 0.0 0.0 0.0
H 2.75169 -1.46644 -2.90683 0.0 0.0 0.0
```
Positions in Å, forces in eV/Å.

The net charge is -1. The HOMO-LUMO gap comes out at 7.18 eV. The calculated total energy comes out at -157657.3937 eV. As for the lowest unoccupied orbital energy: 2.61 eV.

Löwdin population analysis, charges in e, atoms 1 to 4: atom 1 (N): 0.0021, atom 2 (C): -0.2484, atom 3 (C): -0.2082, atom 4 (O): -0.0296

***

# 8
The following is a DFT calculation (the ωB97M-V functional and the def2-TZVPD basis) of a structure of composition C6H11Br3CuN2 at a distorted geometry.

```
23
Properties=species:S:1:pos:R:3:forces:R:3
Cu -2.39710 1.49879 1.25404 -1.3 -1.7 2.5
C 2.72967 0.99129 1.28461 -0.7 -0.5 0.0
C 1.49774 1.44752 0.45175 0.7 -1.8 0.0
N 0.85703 0.22079 -0.21811 -1.5 -1.6 -0.9
C 1.53867 -0.82059 -0.87807 -1.7 -0.2 -0.9
C 0.58848 -1.70332 -1.38067 0.1 0.2 1.6
N -0.68626 -1.36763 -0.85734 1.7 2.5 -1.1
C -0.49320 -0.12012 -0.29962 1.7 -1.3 0.7
C -1.96204 -2.15779 -1.06857 0.7 -0.5 0.3
H 3.61513 0.76924 0.68901 0.1 0.6 -0.2
H 2.57360 0.03702 1.78772 -0.5 0.1 0.3
H 2.90709 1.74263 2.05410 0.3 0.0 -0.2
H 1.89790 2.11637 -0.31022 -0.7 0.0 -0.2
H 0.74032 1.93038 1.06921 0.0 -0.1 -0.4
H 2.60064 -0.84967 -1.07244 -0.1 0.2 0.2
H 0.71837 -2.60380 -1.96262 0.1 0.1 0.1
H -1.25992 0.46849 0.18213 0.0 -0.2 -0.3
H -2.19788 -2.59158 -0.09682 0.1 -0.2 -0.2
H -1.79920 -2.91574 -1.83480 0.6 -0.1 0.2
H -2.88423 -1.64627 -1.34430 0.8 0.8 0.0
Br -1.45390 2.75959 -0.08566 2.8 3.6 -3.3
Br -3.52914 2.66248 2.71265 -1.2 1.1 2.3
Br -3.60176 0.13192 -0.07597 -2.0 -1.1 -0.5
```
Positions in Å, forces in eV/Å.

The net charge is -1. The HOMO-LUMO gap comes out at 5.58 eV. The calculated total energy comes out at -264149.6670 eV. As for the lowest unoccupied orbital energy: 2.52 eV.

Löwdin population analysis, charges in e, atoms 1 to 4: atom 1 (Cu): -1.0313, atom 2 (C): -0.0919, atom 3 (C): -0.1745, atom 4 (N): -0.0223

***

# 9
The following is a DFT calculation (the ωB97M-V functional and the def2-TZVPD basis) of a structure of composition C6H11Br3InO2.

```
23
Properties=species:S:1:pos:R:3:forces:R:3
C -2.57269 1.26842 2.10674 0.1 -0.1 0.1
C -1.54253 1.96962 1.24465 -0.4 0.1 -0.2
Br 0.15071 2.12457 2.24273 0.1 0.0 0.1
C -1.23993 1.29748 -0.09164 0.2 -0.2 0.4
Br -2.52083 2.03079 -1.39901 -0.1 0.0 0.0
In -1.09240 -0.93913 -0.27808 0.1 0.0 -0.3
Br -2.77138 -2.26252 1.19455 0.1 0.0 0.0
C 1.00460 -1.48253 0.17140 -0.1 0.2 0.1
C 1.88242 -0.84869 -0.87625 -0.3 -0.2 -0.1
O 3.06509 -1.67658 -1.14473 0.3 0.5 0.3
C 3.72091 -1.32170 -2.25564 -0.3 -0.4 -0.2
O 4.87720 -1.02735 -2.29877 0.3 -0.1 0.0
H -2.91336 1.91573 2.91823 0.0 0.0 -0.1
H -3.41756 0.96720 1.48099 0.0 0.1 0.1
H -2.16495 0.35679 2.54548 0.0 0.0 -0.1
H -1.84346 3.00679 1.08717 0.2 0.0 0.0
H -0.27442 1.66715 -0.43937 -0.1 0.1 -0.1
H -1.43483 -1.36334 -1.94783 0.0 0.0 0.1
H 1.10692 -2.56907 0.13375 -0.1 0.1 0.0
H 1.27965 -1.12591 1.16564 0.1 -0.2 0.0
H 1.36202 -0.71001 -1.83642 0.1 -0.1 0.0
H 2.23928 0.13544 -0.55516 0.0 -0.1 0.0
H 3.09954 -1.41315 -3.16844 -0.1 0.3 0.1
```
Positions in Å, forces in eV/Å.

The net charge is -1. The HOMO-LUMO gap comes out at 8.22 eV. The calculated total energy comes out at -225798.8871 eV. As for the lowest unoccupied orbital energy: 2.74 eV.

Löwdin population analysis, charges in e, atoms 1 to 4: atom 1 (C): -0.2057, atom 2 (C): -0.8929, atom 3 (Br): 0.6355, atom 4 (C): -0.8530

***

# 10
The following is a DFT calculation (the ωB97M-V functional and the def2-TZVPD basis) of a structure of composition C6H11BrFNO4S at a distorted geometry.

```
25
Properties=species:S:1:pos:R:3:forces:R:3
C 3.95250 -1.20839 0.04193 0.0 0.1 0.8
C 2.98561 -0.47148 -0.98286 -1.0 -2.5 -1.3
O 2.32778 -1.18734 -1.77200 1.8 3.1 2.5
O 2.89989 0.93651 -0.90598 -0.7 -2.2 0.6
C 1.52814 1.40484 -0.93086 -1.4 1.3 -0.5
C 0.61046 0.84382 0.25228 -0.5 0.5 -0.1
C -0.96380 1.18084 0.01148 0.5 -0.5 0.5
C -1.75420 0.13957 0.97335 2.0 0.6 -0.4
N -3.25141 0.25085 0.81725 0.6 -2.2 0.5
Br -3.96300 -0.27518 2.51274 -0.4 0.6 0.2
S -3.84195 -0.97281 -0.29309 -1.3 0.8 -5.6
O -5.08136 -0.40563 -0.90546 2.8 -2.0 2.9
O -2.83374 -1.33226 -1.33930 -1.9 0.6 3.9
F -4.17632 -2.34245 0.59610 0.6 2.1 -1.4
H 3.52472 -2.24008 0.32079 0.4 1.7 -0.8
H 4.03402 -0.64006 1.03460 0.1 -0.6 -1.6
H 4.99500 -1.40921 -0.38073 -1.5 0.6 0.4
H 1.58286 2.54572 -0.77615 0.2 -1.8 -0.2
H 1.05687 1.28080 -1.97563 0.7 -0.3 1.7
H 0.95371 1.37353 1.21579 -0.5 -1.0 -1.3
H 0.65966 -0.28519 0.39738 0.4 1.4 -0.4
H -1.25580 1.06282 -1.08530 0.4 0.0 1.5
H -1.15985 2.25772 0.34007 0.0 -1.5 -0.5
H -1.44787 0.42893 2.03826 -0.8 -0.5 -1.5
H -1.38193 -0.93587 0.79534 -0.6 1.7 0.2
```
Positions in Å, forces in eV/Å.

The HOMO-LUMO gap comes out at 9.73 eV. The calculated total energy comes out at -99671.8558 eV. As for the lowest unoccupied orbital energy: -0.85 eV.

Löwdin population analysis, charges in e, atoms 1 to 4: atom 1 (C): -0.0085, atom 2 (C): -0.4308, atom 3 (O): 0.0578, atom 4 (O): -0.0626